Molecular formula: C20H45LuN2OP3S
Method: DFT, the ωB97M-V functional and the def2-TZVPD basis

The charge is +3. The HOMO energy is -14.8 eV. As for the molar mass: 629.549 Da. The LUMO energy is -0.40020 Ha. As for the total energy: -98795.2330 eV.

Atoms and positions in Å:
Lu1 -0.27481 -0.17913 -0.30750
P1 1.82865 0.93211 1.04414
P2 -1.11708 2.30471 -1.15321
P3 1.88377 -0.53672 -2.00186
H1 -2.03261 -2.25125 -0.70759
C1 -0.94739 -2.46174 -0.75373
C2 -0.17320 -2.57664 0.39915
H2 -0.62985 -2.60960 1.40382
C3 1.59831 1.48710 2.76464
C4 2.51594 2.47989 0.33135
C5 3.34868 -0.08845 1.22426
C6 -2.57761 1.75356 -2.11962
C7 -1.92655 3.54408 -0.09096
C8 -0.20524 3.24328 -2.43340
C9 2.77493 -2.13853 -1.90878
C10 3.11210 0.66141 -2.65699
C11 1.03931 -0.84745 -3.57921
H3 -0.63006 -2.76935 -1.75937
H4 0.87688 -2.91270 0.41070
H5 1.38382 0.62441 3.40785
H6 0.75620 2.18610 2.83514
H7 2.51412 1.98646 3.10532
H8 1.70781 3.21422 0.21169
H9 2.96184 2.28495 -0.65059
H10 3.28494 2.89275 1.00257
H11 3.13076 -0.96170 1.85311
H12 4.14984 0.49808 1.69892
H13 3.70229 -0.45567 0.25184
H14 -2.84273 2.53980 -2.84020
H15 -3.41868 1.53896 -1.44628
H16 -2.37312 0.82418 -2.67312
H17 -2.51885 4.25916 -0.67810
H18 -1.16445 4.08512 0.48182
H19 -2.59234 3.02949 0.61430
H20 -0.79437 4.10245 -2.78693
H21 0.02724 2.59721 -3.29685
H22 0.75235 3.60682 -2.02981
H23 3.11800 -2.37539 -2.92628
H24 2.08005 -2.91804 -1.56686
H25 3.62325 -2.07664 -1.21661
H26 3.49410 0.28843 -3.61988
H27 3.94709 0.80441 -1.95823
H28 2.60822 1.62369 -2.83253
H29 1.70997 -1.28976 -4.32698
H30 0.64032 0.10392 -3.95172
H31 0.20770 -1.53572 -3.41802
C12 -2.02922 -1.74848 -5.19917
C13 -3.17968 -1.33338 -5.90227
C14 -3.64585 -2.11573 -6.97000
C15 -2.90987 -3.21577 -7.41240
C16 -1.72153 -3.57685 -6.73954
C17 -1.24891 -2.82935 -5.65054
O1 -1.63936 -1.12130 -4.02862
H32 -2.06955 -0.22681 -3.93195
H33 -3.70895 -0.41089 -5.62396
H34 -4.57583 -1.83279 -7.47260
H35 -3.27075 -3.79052 -8.27423
H36 -1.15568 -4.44028 -7.11089
H37 -0.27743 -3.05794 -5.20557
C18 -1.21033 1.11801 5.45212
N1 -1.96568 0.59254 4.31100
C19 -1.39659 -0.06575 3.28700
S1 -1.97478 0.17416 1.65908
N2 -0.36009 -0.89208 3.54625
C20 -0.23861 -1.62841 4.79829
H38 -1.20208 0.42004 6.29312
H39 -1.71101 2.03497 5.77153
H40 -0.17724 1.36856 5.18832
H41 -2.73812 1.18137 4.01702
H42 -0.08708 -1.40778 2.71027
H43 -1.20819 -1.74663 5.28634
H44 0.17709 -2.61809 4.58358
H45 0.42848 -1.09153 5.47475